[1]
This record from OMol25 describes a single C3H4N2S molecule. The level of theory is ωB97M-V/def2-TZVPD.

As for the SMILES: CN(C#N)C=S. As for the HOMO-LUMO gap: 9.00 eV. The energy above the lowest of the compared OMol25 structures with the same formula, charge and spin is 49.49 kcal/mol. For the HOMO energy, the calculation gives -0.34066 Ha.

Geometry as ORCA input:
```
! wB97M-V def2-TZVPD RIJCOSX def2/J DEFGRID3
* xyz 0 1
N -1.183 -2.192 1.167
C 1.209 -0.480 -0.438
S 2.212 -1.767 -0.487
C -0.654 -1.271 0.745
C -0.663 1.074 -0.036
H -0.199 1.718 0.803
H -1.818 1.127 -0.023
H 1.477 0.474 -1.060
H -0.376 1.552 -0.924
N -0.005 -0.235 0.253
*
```


[2]
This record from OMol25 describes 2 unconnected molecules or ions with the total composition C3H4N2S. The level of theory is ωB97M-V/def2-TZVPD.

As for the HOMO-LUMO gap: 7.38 eV. The energy above the lowest of the compared OMol25 structures with the same formula, charge and spin is 119.64 kcal/mol. For the HOMO energy, the calculation gives -0.31840 Ha.

Geometry as ORCA input:
```
! wB97M-V def2-TZVPD RIJCOSX def2/J DEFGRID3
* xyz 0 1
N -3.660 0.718 -0.007
N -0.263 -2.261 -0.061
C -2.699 0.101 -0.006
C 1.595 1.167 -0.051
H 1.507 2.089 -0.583
H 2.154 0.533 -0.765
C -0.166 -1.060 0.030
H -0.015 -3.018 0.555
S -0.272 0.559 -0.024
H 1.820 1.172 0.914
*
```


[3]
This record from OMol25 describes a single C3H4N2S molecule. The level of theory is ωB97M-V/def2-TZVPD.

As for the HOMO-LUMO gap: 8.08 eV. The energy above the lowest of the compared OMol25 structures with the same formula, charge and spin is 98.74 kcal/mol. For the HOMO energy, the calculation gives -0.29865 Ha.

Geometry as ORCA input:
```
! wB97M-V def2-TZVPD RIJCOSX def2/J DEFGRID3
* xyz 0 1
H 2.893 0.466 -0.795
N -1.554 0.635 -0.116
H -2.147 -1.385 -0.112
N 1.903 0.180 -0.654
H 0.331 -2.137 0.532
C -1.276 -0.749 0.055
C -0.583 1.330 0.017
S 1.008 0.296 0.668
H -0.528 2.418 0.013
C -0.047 -1.054 0.390
*
```


[4]
This record from OMol25 describes a single C3H4N2S2 molecule. The level of theory is ωB97M-V/def2-TZVPD.

As for the SMILES: [H]/N=C1\SCS\C1=N/[H]. As for the HOMO-LUMO gap: 9.68 eV. The energy above the lowest of the compared OMol25 structures with the same formula, charge and spin is 38.95 kcal/mol. For the HOMO energy, the calculation gives -0.34909 Ha.

Geometry as ORCA input:
```
! wB97M-V def2-TZVPD RIJCOSX def2/J DEFGRID3
* xyz 0 1
C 1.201 -0.344 1.341
S 1.561 -0.841 -0.414
S -0.631 0.031 1.672
N -2.152 0.594 -0.434
N -0.147 0.171 -2.213
C -1.040 0.254 -0.025
C 0.155 -0.089 -1.049
H 1.706 0.606 1.595
H 0.677 0.000 -2.900
H 1.372 -1.245 2.030
H -2.701 0.863 0.397
*
```


[5]
This record from OMol25 describes a single C3H4N2S2 molecule. The level of theory is ωB97M-V/def2-TZVPD.

As for the SMILES: S=c1[nH]ccn1S. As for the HOMO-LUMO gap: 8.13 eV. The energy above the lowest of the compared OMol25 structures with the same formula, charge and spin is 60.14 kcal/mol. For the HOMO energy, the calculation gives -0.28956 Ha.

Geometry as ORCA input:
```
! wB97M-V def2-TZVPD RIJCOSX def2/J DEFGRID3
* xyz 0 1
C -0.531 0.332 1.100
H -2.137 1.791 0.159
H 2.056 -1.985 0.361
C 0.475 -0.210 -0.760
S 1.559 -0.945 -1.808
N 0.508 -0.356 0.552
C -1.405 0.810 0.077
N -0.730 0.436 -1.114
H -0.613 0.353 2.144
S 2.008 -0.659 1.351
H -1.191 0.434 -2.062
*
```


[6]
This record from OMol25 describes 2 unconnected molecules or ions with the total composition C3H4N2Si. The level of theory is ωB97M-V/def2-TZVPD.

As for the HOMO-LUMO gap (alpha / beta): 7.85 / 6.72 eV. For the HOMO energy (alpha / beta), the calculation gives -0.26496 / -0.42875 Ha.

Geometry as ORCA input:
```
! wB97M-V def2-TZVPD RIJCOSX def2/J DEFGRID3
* xyz 0 3
H -0.522 -1.784 -1.777
H -0.592 1.388 0.373
Si -0.565 -0.208 -1.494
C -1.598 -2.629 2.577
C 0.387 0.689 -2.791
N 1.044 0.974 -3.704
H -2.211 1.454 -0.358
C -1.372 0.801 -0.183
N -1.101 -2.264 1.575
H -1.735 0.110 0.512
*
```


[7]
This record from OMol25 describes a gas-phase ion, C3H4N3 (charge +1). The level of theory is ωB97M-V/def2-TZVPD.

As for the SMILES: CC1=NN=[N+]=C1. As for the HOMO-LUMO gap (alpha / beta): 7.13 / 7.17 eV. The energy above the lowest of the compared OMol25 structures with the same formula, charge and spin is 113.19 kcal/mol. For the HOMO energy (alpha / beta), the calculation gives -0.61275 / -0.61313 Ha.

Geometry as ORCA input:
```
! wB97M-V def2-TZVPD RIJCOSX def2/J DEFGRID3
* xyz 1 1
N 1.748 -0.512 -1.038
N 1.183 -1.017 -1.924
N 1.549 0.049 0.005
H -1.662 0.715 0.887
H -1.247 -0.901 -1.556
H -0.540 0.002 2.057
C 0.149 0.030 0.065
C -0.356 -0.590 -1.047
H -0.216 1.609 1.394
C -0.607 0.615 1.157
*
```


[8]
This record from OMol25 describes 2 unconnected molecules or ions with the total composition C3H4N3O2. The level of theory is ωB97M-V/def2-TZVPD.

As for the HOMO-LUMO gap (alpha / beta): 7.51 / 7.51 eV. The energy above the lowest of the compared OMol25 structures with the same formula, charge and spin is 65.79 kcal/mol. For the HOMO energy (alpha / beta), the calculation gives -0.12347 / -0.12347 Ha.

Geometry as ORCA input:
```
! wB97M-V def2-TZVPD RIJCOSX def2/J DEFGRID3
* xyz -1 1
C 1.382 0.571 -0.167
H 0.999 -0.005 1.822
O -0.292 -1.425 1.843
C -1.018 0.348 -0.809
H -1.334 -1.554 -1.358
H -0.029 2.032 0.091
N -0.010 -0.223 2.085
H 0.370 -1.054 -1.024
N 2.532 0.347 -0.094
O -2.029 0.856 -1.266
C 0.094 1.074 -0.219
N -0.664 -0.968 -0.903
*
```


[9]
This record from OMol25 describes 2 unconnected molecules or ions with the total composition C3H4N3O3. The level of theory is ωB97M-V/def2-TZVPD.

As for the HOMO-LUMO gap (alpha / beta): 7.07 / 7.07 eV. The energy above the lowest of the compared OMol25 structures with the same formula, charge and spin is 116.15 kcal/mol. For the HOMO energy (alpha / beta), the calculation gives -0.11589 / -0.11586 Ha.

Geometry as ORCA input:
```
! wB97M-V def2-TZVPD RIJCOSX def2/J DEFGRID3
* xyz -1 1
H -1.015 -0.620 -1.619
C -0.110 0.570 1.068
O 1.649 0.154 -1.184
H -2.116 -1.063 -0.578
N -0.173 -1.363 0.146
H 0.323 1.250 1.917
H -1.398 1.824 -0.166
C -1.176 -0.537 -0.621
N 1.828 0.756 -0.121
O 2.808 1.512 0.045
O 0.023 -2.586 -0.042
N 0.356 -0.700 1.070
C -0.999 0.805 0.085
*
```


[10]
This record from OMol25 describes a single C3H4N3P molecule. The level of theory is ωB97M-V/def2-TZVPD.

As for the SMILES: Nc1ccpnn1. As for the HOMO-LUMO gap: 8.93 eV. The energy above the lowest of the compared OMol25 structures with the same formula, charge and spin is 13.90 kcal/mol. For the HOMO energy, the calculation gives -0.34398 Ha.

Geometry as ORCA input:
```
! wB97M-V def2-TZVPD RIJCOSX def2/J DEFGRID3
* xyz 0 1
H 1.645 -2.133 -0.114
C -0.935 1.492 0.036
H 2.334 -0.573 -0.267
H -0.954 2.572 0.080
N -2.195 -0.892 -0.021
P -2.520 0.626 -0.045
C 0.308 -0.627 0.016
N 1.575 -1.145 0.069
C 0.222 0.821 0.087
N -0.649 -1.476 -0.023
H 1.169 1.336 0.182
*
```


[11]
This record from OMol25 describes a gas-phase ion, C3H4N3S (charge +1). The level of theory is ωB97M-V/def2-TZVPD.

As for the HOMO-LUMO gap (alpha / beta): 7.34 / 7.34 eV. The energy above the lowest of the compared OMol25 structures with the same formula, charge and spin is 65.00 kcal/mol. For the HOMO energy (alpha / beta), the calculation gives -0.52105 / -0.52101 Ha.

Geometry as ORCA input:
```
! wB97M-V def2-TZVPD RIJCOSX def2/J DEFGRID3
* xyz 1 1
H 2.413 0.311 -0.218
H -1.903 -0.293 -1.774
C -0.695 -0.115 -0.248
C 0.658 -0.513 0.177
N 1.450 0.466 -0.183
C 1.053 1.658 -0.577
S -0.327 2.324 -0.223
H -2.183 1.196 0.454
N -1.124 0.977 0.427
H 1.042 -1.517 0.015
N -0.976 -0.622 -1.340
*
```


[12]
This record from OMol25 describes a single C3H4N4 molecule. The level of theory is ωB97M-V/def2-TZVPD.

As for the SMILES: Nc1ccnnn1. As for the HOMO-LUMO gap: 9.62 eV. The energy above the lowest of the compared OMol25 structures with the same formula, charge and spin is 90.20 kcal/mol. For the HOMO energy, the calculation gives -0.36056 Ha.

Geometry as ORCA input:
```
! wB97M-V def2-TZVPD RIJCOSX def2/J DEFGRID3
* xyz 0 1
N -1.265 -0.634 -1.155
H 0.905 1.880 1.641
N -0.641 0.794 0.492
C -0.185 -1.357 -0.840
H -0.237 -2.216 -1.458
H 2.071 0.685 1.924
N -1.618 0.455 -0.429
C 0.941 -0.903 -0.050
H 1.984 -1.443 0.168
C 0.757 0.328 0.427
N 1.553 1.197 1.163
*
```


[13]
This record from OMol25 describes 2 unconnected molecules or ions with the total composition C3H4N4. The level of theory is ωB97M-V/def2-TZVPD.

As for the SMILES: c1cn[nH]n1.C#N. As for the HOMO-LUMO gap: 11.12 eV. The energy above the lowest of the compared OMol25 structures with the same formula, charge and spin is 66.73 kcal/mol. For the HOMO energy, the calculation gives -0.37039 Ha.

Geometry as ORCA input:
```
! wB97M-V def2-TZVPD RIJCOSX def2/J DEFGRID3
* xyz 0 1
C 0.876 0.944 -0.217
C -2.311 0.036 0.660
H -2.515 0.484 1.626
C 1.411 -0.021 0.667
H 0.814 2.092 -0.292
H 1.903 0.247 1.587
N -2.283 -0.185 -0.462
N 0.254 0.330 -1.233
N 0.446 -0.967 -0.930
N 1.093 -1.226 0.175
H 0.312 -1.734 -1.582
*
```


[14]
This record from OMol25 describes a molecular structure, C3H4N4. The level of theory is ωB97M-V/def2-TZVPD.

As for the HOMO-LUMO gap (alpha / beta): 7.98 / 7.71 eV. The energy above the lowest of the compared OMol25 structures with the same formula, charge and spin is 147.91 kcal/mol. For the HOMO energy (alpha / beta), the calculation gives -0.33082 / -0.29384 Ha.

Geometry as ORCA input:
```
! wB97M-V def2-TZVPD RIJCOSX def2/J DEFGRID3
* xyz 0 1
C 0.666 -0.056 1.108
N -1.575 0.933 0.439
H 2.044 -0.569 -1.771
H -2.349 0.729 -0.177
N -0.028 -0.704 -1.527
H -1.307 1.904 0.494
C 1.186 -0.715 -1.115
N 1.453 -0.808 0.315
C -0.626 -0.033 0.535
H 1.084 0.469 1.963
N -0.548 -1.151 -0.264
*
```


[15]
This record from OMol25 describes a molecular structure, C3H4N4. The level of theory is ωB97M-V/def2-TZVPD.

As for the HOMO-LUMO gap: 8.46 eV. The energy above the lowest of the compared OMol25 structures with the same formula, charge and spin is 151.93 kcal/mol. For the HOMO energy, the calculation gives -0.30127 Ha.

Geometry as ORCA input:
```
! wB97M-V def2-TZVPD RIJCOSX def2/J DEFGRID3
* xyz 0 1
H -2.602 0.498 -0.381
H 1.946 0.915 -1.258
N 0.069 -1.205 0.449
C 0.779 -0.068 0.069
H 1.829 -0.805 -1.476
H 0.080 -0.492 1.649
N -1.034 1.118 0.893
N 1.576 0.025 -0.956
C 0.253 0.737 1.126
N -1.182 -0.972 -0.142
C -1.621 0.272 0.029
*
```


[16]
This record from OMol25 describes a single C3H4N4 molecule. The level of theory is ωB97M-V/def2-TZVPD.

As for the SMILES: C1Cn2nnnc21. As for the HOMO-LUMO gap: 10.35 eV. The energy above the lowest of the compared OMol25 structures with the same formula, charge and spin is 141.59 kcal/mol. For the HOMO energy, the calculation gives -0.36143 Ha.

Geometry as ORCA input:
```
! wB97M-V def2-TZVPD RIJCOSX def2/J DEFGRID3
* xyz 0 1
N -1.952 0.063 0.126
C 1.649 -0.834 0.083
N 0.073 -0.657 -0.272
H 1.842 -1.219 1.040
C 0.190 0.636 -0.318
H 1.763 1.015 1.156
N -1.077 1.068 0.034
H 2.095 -1.712 -0.633
C 1.635 0.846 0.067
N -1.182 -1.004 0.086
H 2.418 1.738 -0.376
*
```


[17]
This record from OMol25 describes a single C3H4N4 molecule. The level of theory is ωB97M-V/def2-TZVPD.

As for the SMILES: Nc1cncnn1. As for the HOMO-LUMO gap: 9.30 eV. The energy above the lowest of the compared OMol25 structures with the same formula, charge and spin is 42.88 kcal/mol. For the HOMO energy, the calculation gives -0.33662 Ha.

Geometry as ORCA input:
```
! wB97M-V def2-TZVPD RIJCOSX def2/J DEFGRID3
* xyz 0 1
H 0.705 1.407 1.283
C -1.957 -0.017 0.226
N -1.200 0.720 1.058
H 2.138 -0.842 -1.292
N -1.535 -0.956 -0.595
N 1.855 -0.100 -0.669
H 2.555 0.208 -0.012
H -2.979 0.316 0.139
C 0.571 -0.207 -0.203
C 0.076 0.675 0.786
N -0.221 -1.125 -0.745
*
```


[18]
This record from OMol25 describes 2 unconnected molecules or ions with the total composition C3H4N4. The level of theory is ωB97M-V/def2-TZVPD.

As for the HOMO-LUMO gap: 7.61 eV. The energy above the lowest of the compared OMol25 structures with the same formula, charge and spin is 163.12 kcal/mol. For the HOMO energy, the calculation gives -0.30602 Ha.

Geometry as ORCA input:
```
! wB97M-V def2-TZVPD RIJCOSX def2/J DEFGRID3
* xyz 0 1
N -0.138 -0.299 0.437
C 3.381 -0.362 -0.186
H -4.192 0.294 0.059
N -1.607 1.270 -1.011
H 3.524 -1.341 -0.732
N -2.324 0.801 -0.293
C -3.175 0.177 0.408
H 4.105 0.341 -0.147
C 2.137 0.014 0.177
N 1.000 -0.395 0.239
H -2.710 -0.500 1.049
*
```


[19]
This record from OMol25 describes a single C3H4N4 molecule. The level of theory is ωB97M-V/def2-TZVPD.

As for the SMILES: Cc1cnnnn1. As for the HOMO-LUMO gap: 9.26 eV. The energy above the lowest of the compared OMol25 structures with the same formula, charge and spin is 135.75 kcal/mol. For the HOMO energy, the calculation gives -0.35241 Ha.

Geometry as ORCA input:
```
! wB97M-V def2-TZVPD RIJCOSX def2/J DEFGRID3
* xyz 0 1
H 1.283 1.014 -1.524
C -0.098 0.072 -0.226
H 1.263 -1.495 0.163
N -1.171 0.533 1.883
C 0.488 -1.046 0.567
N -1.174 0.352 0.419
H -0.659 1.477 -1.736
H 0.071 -0.220 -2.376
N -0.399 -0.157 2.575
N 0.274 -1.109 1.826
C 0.121 0.578 -1.572
*
```


[20]
This record from OMol25 describes a single C3H4N4O molecule. The level of theory is ωB97M-V/def2-TZVPD.

As for the SMILES: Nc1nc(=O)nc[nH]1. As for the HOMO-LUMO gap: 9.67 eV. The energy above the lowest of the compared OMol25 structures with the same formula, charge and spin is 75.15 kcal/mol. For the HOMO energy, the calculation gives -0.36703 Ha.

Geometry as ORCA input:
```
! wB97M-V def2-TZVPD RIJCOSX def2/J DEFGRID3
* xyz 0 1
N -1.862 -0.984 -0.171
C 1.939 -0.460 -0.074
N -0.532 0.799 0.299
N 1.858 0.922 -0.106
H -1.426 1.084 -0.138
H -2.384 -0.332 0.766
H 0.558 2.650 -0.362
O 2.918 -1.240 0.201
C -0.483 -0.706 -0.090
C 0.706 1.474 -0.211
H -2.007 -1.981 0.299
N 0.716 -1.226 -0.413
*
```